Entry A
An isolated molecule of C4H5FN4, computed with ωB97M-V/def2-TZVPD.

The geometry in XYZ format:
```
14
Properties=species:S:1:pos:R:3
N 1.08483 0.18372 -2.24881
N 0.99616 0.78218 -1.07609
F 0.59313 2.28188 -1.18413
C 0.10462 0.20835 0.01620
C -0.57269 0.99339 0.97452
C -1.23328 0.24865 1.95597
N -1.44917 -1.06057 1.83821
C -0.83684 -1.75566 0.82609
N -0.00386 -1.14709 -0.04612
H 0.37698 0.36862 -2.97337
H 2.04501 0.26046 -2.57206
H -0.64178 2.05421 0.89385
H -1.67264 0.69737 2.83933
H -1.01503 -2.81946 0.63800
```

* SMILES: NN(F)c1ccncn1
* LUMO energy: 0.546 eV
* Kohn-Sham gap: 10.18 eV
* total charge: 0

Atom charges from the Löwdin analysis, given in e for atoms 1 to 8: 0.056 -0.092 -0.153 -0.206 0.003 -0.141 0.053 -0.161


Entry B
A cluster of 2 separate species, C4H5FN4 in total, computed with ωB97M-V/def2-TZVPD.

The geometry in XYZ format:
```
14
Properties=species:S:1:pos:R:3
C 0.79701 1.25679 0.14903
C 2.06942 0.93581 0.40960
C 1.59355 -1.25732 0.10235
C -0.05345 0.15057 -0.13895
N 2.47781 -0.35733 0.43869
N 0.29401 -1.13238 -0.20015
N -2.59100 -0.63260 -0.74127
N -2.09930 0.49352 -0.54635
F -2.15286 0.96011 0.97501
H 0.39549 2.33054 0.14181
H 2.82757 1.70341 0.83794
H 2.01568 -2.23804 -0.00953
H -1.94858 -1.50570 -0.48069
H -3.62534 -0.70736 -0.93749
```

* LUMO energy (alpha / beta): -0.016 / -0.016 eV
* Kohn-Sham gap (alpha / beta): 9.52 / 9.52 eV
* total charge: 0

Atom charges from the Löwdin analysis, given in e for atoms 1 to 8: -0.053 -0.149 -0.233 -0.028 0.077 0.111 -0.055 -0.049


Short version: entry A is the most stable of them.


Entry A
An isolated molecule of C3H9N3O2, computed with ωB97M-V/def2-TZVPD.

The geometry in XYZ format:
```
17
Properties=species:S:1:pos:R:3
C -0.44298 1.63667 1.31317
C 0.61663 0.66902 0.87689
N 0.37764 0.24358 -0.78650
N 1.60861 -0.02153 -1.45614
C -0.58022 -0.99923 -0.82946
O -0.58115 -1.63599 -1.87687
N -1.08343 -1.12049 0.34892
O -1.82632 -2.29379 0.53881
H -0.48762 2.50229 0.65250
H -1.41206 1.14563 1.34109
H -0.19904 1.98880 2.31701
H 1.59907 1.12179 0.75483
H 0.70076 -0.20212 1.51797
H -0.07987 0.99929 -1.29961
H 2.16064 -0.62956 -0.85444
H 1.37190 -0.57904 -2.28403
H -1.74254 -2.82533 -0.27413
```

* SMILES: CC[N@@H+](N)/C([O-])=N/O
* LUMO energy: 0.732 eV
* Kohn-Sham gap: 8.72 eV
* total charge: 0

Atom charges from the Löwdin analysis, given in e for atoms 1 to 8: -0.101 -0.098 -0.049 0.066 -0.587 -0.004 -0.029 -0.064


Entry B
A structure of composition C3H9N3O2, computed with ωB97M-V/def2-TZVPD.

The geometry in XYZ format:
```
17
Properties=species:S:1:pos:R:3
C -1.44464 1.55252 0.72943
C -0.91884 -1.68316 -0.75279
N 1.52148 0.68838 0.31422
N -0.74143 0.42722 1.28701
C 1.07511 -0.43318 -0.19800
O 2.92783 0.79731 0.07953
O 1.72769 -1.09568 -1.18130
N -0.17004 -0.78868 0.09898
H 3.11730 1.70047 0.35735
H 2.60606 -0.68610 -1.25030
H -1.40659 -0.26833 1.61800
H -2.06348 1.32039 -0.14755
H -2.11767 1.93639 1.50563
H -0.74981 2.34264 0.45338
H -1.47955 -1.13022 -1.51264
H -0.27442 -2.40555 -1.25693
H -1.60900 -2.27441 -0.14406
```

* LUMO energy: 0.799 eV
* Kohn-Sham gap: 8.43 eV
* total charge: 0

Atom charges from the Löwdin analysis, given in e for atoms 1 to 8: -0.157 -0.070 0.011 0.038 -0.506 -0.108 0.089 -0.042


Short version: entry A is the most stable of them.


Entry A
A cluster of 2 separate species, C3H9N3O2 in total, computed with ωB97M-V/def2-TZVPD.

The geometry in XYZ format:
```
17
Properties=species:S:1:pos:R:3
C 0.46041 1.02737 1.12364
C 2.23112 -0.13521 0.04550
C -0.22586 -0.38291 -0.21870
H -0.68208 1.24659 1.09021
H 0.63435 0.40822 1.96384
H 0.73285 2.18458 1.44675
H 2.25322 -0.90342 -0.89490
H 2.62565 1.03266 -0.31192
H 2.57161 -0.46334 1.12121
H -0.87514 1.23880 -0.88569
H -3.76370 0.25139 -1.07879
H -1.81931 -2.20906 -0.76744
N 0.88008 0.45327 -0.11879
N -1.51099 0.53812 -0.23387
N 0.05947 -1.56436 -0.51566
O -2.51600 -0.11697 -1.31723
O -1.05568 -2.60573 -0.44816
```

* LUMO energy: -0.228 eV
* Kohn-Sham gap: 9.14 eV
* total charge: 0

Atom charges from the Löwdin analysis, given in e for atoms 1 to 8: -0.174 -0.082 -0.428 0.085 0.069 0.145 0.122 0.156


Entry B
An isolated molecule of C3H9N3O2, computed with ωB97M-V/def2-TZVPD.

The geometry in XYZ format:
```
17
Properties=species:S:1:pos:R:3
C -1.87906 0.98187 -0.11712
C -0.78391 -1.27649 -0.06008
C -0.58686 0.20587 -0.38464
N 0.42291 0.75725 0.49872
N 2.33370 -0.66745 0.50694
N 1.98198 0.42929 -0.03536
O 3.40515 -1.27258 0.33194
O 2.53077 1.18768 -0.80894
H -2.14909 0.89462 0.93277
H -1.76115 2.03709 -0.36176
H -2.68539 0.57785 -0.72484
H -0.86175 -1.39981 1.01795
H 0.03327 -1.88848 -0.43678
H -1.70356 -1.63520 -0.51233
H -0.31475 0.32958 -1.44362
H 0.40905 1.77261 0.44872
H 1.60869 -1.03369 1.14843
```

* LUMO energy (alpha / beta): 0.741 / 0.740 eV
* Kohn-Sham gap (alpha / beta): 9.46 / 9.46 eV
* total charge: 0

Atom charges from the Löwdin analysis, given in e for atoms 1 to 8: -0.063 -0.073 -0.481 0.093 -0.136 -0.222 -0.042 0.029


Short version: entry B is the most stable of them.


Entry A
A cluster of 4 separate species, C3H9N3O2 in total, computed with ωB97M-V/def2-TZVPD.

The geometry in XYZ format:
```
17
Properties=species:S:1:pos:R:3
C 0.22120 2.16659 -0.62919
C 0.98003 -0.93549 0.08766
C -2.62831 -0.22119 0.39959
H -0.58310 1.84441 -1.25150
H -0.33662 3.13636 -0.54343
H 1.10571 2.31756 -1.52831
H 0.07754 1.57050 1.43795
H 2.59807 0.58277 0.34026
H -0.33566 -2.02047 -0.78543
H -2.47986 1.44659 0.48957
H -2.53477 -1.19054 1.62970
H -3.90060 -0.77688 -0.45241
N 0.69135 1.56305 0.67639
N 1.52290 0.38309 0.39670
N -0.43238 -1.21572 0.06222
O 1.72145 -1.87206 -0.26627
O -1.41161 -0.38828 -0.53773
```

* LUMO energy: -0.600 eV
* Kohn-Sham gap: 8.86 eV
* total charge: 0

Atom charges from the Löwdin analysis, given in e for atoms 1 to 8: -0.161 -0.466 -0.139 0.008 0.062 0.142 0.069 0.185


Entry B
A cluster of 2 separate species, C3H9N3O2 in total, computed with ωB97M-V/def2-TZVPD.

The geometry in XYZ format:
```
17
Properties=species:S:1:pos:R:3
H 2.59443 -0.07936 -0.53680
N 1.92055 -0.81998 -0.69116
C 1.32905 -1.23152 0.37658
O 0.78992 -2.47019 0.40045
H 1.42281 -0.80463 1.37639
H 0.99239 -2.89700 -0.44672
C -0.41563 0.59855 -1.63895
N -0.97020 0.30476 -0.36947
C -1.09212 1.31269 0.57278
N -1.26917 0.84298 1.85432
O -0.95871 2.49316 0.32544
H 0.72296 0.15547 -1.55721
H -0.40398 1.67133 -1.81559
H -0.94753 0.07235 -2.43057
H -0.57053 -0.59949 0.04739
H -1.62428 -0.08765 1.99538
H -1.51996 1.53852 2.53772
```

* SMILES: [H]/N=C/O.CNC(N)=O
* LUMO energy: 0.682 eV
* Kohn-Sham gap: 9.91 eV
* total charge: 0

Atom charges from the Löwdin analysis, given in e for atoms 1 to 8: 0.072 0.062 -0.368 0.025 0.138 0.119 -0.113 -0.032


Short version: entry B is the most stable of them.


Entry A
A structure of composition C16H19NO, computed with ωB97M-V/def2-TZVPD.

The geometry in XYZ format:
```
37
Properties=species:S:1:pos:R:3
C 1.63388 2.93926 0.44333
C 2.74427 2.35305 1.10987
C 3.31315 1.25320 0.69115
C 2.78010 0.49139 -0.46560
C 1.74537 0.93964 -1.34728
C 1.09584 2.22777 -0.74743
H 0.27491 2.63093 -1.22623
H 1.36028 0.65670 -2.22433
C 3.22155 -0.79882 -0.90767
H 3.15799 -1.06065 -1.88408
H 4.28490 -0.67148 -0.57916
C 2.45483 -1.82084 -0.11010
N 1.17741 -2.13324 -0.47549
H 0.83108 -0.90574 -0.34837
C 0.31292 -2.70084 0.44074
C -1.20152 -2.31364 0.47017
O -1.17906 -1.06682 0.70520
C -2.36613 -0.25836 0.38668
C -2.14136 1.28645 0.40358
C -3.35128 2.02873 0.26901
C -4.54118 1.41681 -0.42242
C -4.69634 0.14643 -0.33552
C -3.51097 -0.65268 -0.11957
H -3.66033 -1.78455 -0.12806
H -5.49060 -0.22510 -1.10574
H -5.25252 2.07274 -0.59041
H -3.23510 2.86653 0.27775
H -1.28561 1.75776 0.80832
H -1.87670 -2.90222 1.10418
H -1.36459 -2.49407 -0.63366
H 0.59805 -2.36190 1.57009
H 0.41174 -3.78402 0.26720
H 2.73835 -1.68417 1.09142
H 2.97191 -3.02414 -0.25792
H 3.90332 0.64712 1.31807
H 2.97694 3.04996 2.05281
H 1.16451 3.87882 0.49947
```

* LUMO energy: 0.793 eV
* Kohn-Sham gap: 9.52 eV
* total charge: 0

Atom charges from the Löwdin analysis, given in e for atoms 1 to 8: -0.074 -0.142 -0.056 -0.243 0.030 -0.005 0.045 0.061


Entry B
An isolated molecule of C16H19NO, computed with ωB97M-V/def2-TZVPD.

The geometry in XYZ format:
```
37
Properties=species:S:1:pos:R:3
C 0.06025 3.24917 3.90015
C 1.44687 2.64425 3.71476
C 1.46890 1.12513 3.89647
C 0.66797 0.34284 2.85656
C 1.26897 0.41531 1.45565
C 0.42767 -0.36505 0.45638
O -0.66337 -0.81881 0.70333
N 1.03244 -0.46459 -0.76979
C 0.54801 -1.24438 -1.84357
C 1.36180 -2.21458 -2.37727
C 0.91280 -3.03526 -3.41814
C -0.35147 -2.88582 -3.91373
C -1.20241 -1.87741 -3.41699
C -2.49593 -1.68294 -3.94567
C -3.29401 -0.67116 -3.49325
C -2.82511 0.20399 -2.50271
C -1.58238 0.03604 -1.95912
C -0.74730 -1.01991 -2.37873
H -0.34609 2.97505 4.87127
H 0.11145 4.33435 3.84386
H -0.62558 2.90338 3.13140
H 1.83028 2.90899 2.72739
H 2.12368 3.08402 4.45167
H 2.50753 0.78368 3.87244
H 1.07015 0.89055 4.88595
H 0.62736 -0.70608 3.15728
H -0.36029 0.70093 2.81934
H 2.28852 0.02095 1.46369
H 1.31227 1.45131 1.11049
H 2.02083 -0.25795 -0.80537
H 2.35665 -2.35771 -1.97796
H 1.57165 -3.79576 -3.81037
H -0.71330 -3.52946 -4.70225
H -2.84015 -2.35034 -4.72307
H -4.28376 -0.53034 -3.90275
H -3.45486 1.01688 -2.17236
H -1.23005 0.72073 -1.20497
```

* SMILES: CCCCCC(=O)Nc1cccc2ccccc12
* LUMO energy: 0.567 eV
* Kohn-Sham gap: 8.59 eV
* total charge: 0

Atom charges from the Löwdin analysis, given in e for atoms 1 to 8: -0.110 -0.270 -0.223 -0.207 -0.111 -0.480 0.096 0.115


Short version: entry B is the most stable of them.


Entry A
An isolated molecule of C3H4ClN3O, computed with ωB97M-V/def2-TZVPD.

The geometry in XYZ format:
```
12
Properties=species:S:1:pos:R:3
N -0.18678 -1.62847 1.38644
C -0.22513 -0.63520 0.32103
N -0.02637 0.72104 0.68453
C 0.07458 1.37576 -0.47102
O 0.12993 2.68006 -0.32695
N -0.10499 0.66667 -1.56714
C -0.02092 -0.67665 -1.05792
Cl 0.51286 -2.07759 -2.06073
H 0.74545 -2.07680 1.53693
H -0.78041 -2.61642 1.22982
H -0.50484 1.33584 1.50053
H 0.38661 2.93177 -1.17553
```

* SMILES: Nc1[nH]c(O)nc1Cl
* LUMO energy: 0.657 eV
* Kohn-Sham gap: 9.10 eV
* total charge: 0

Atom charges from the Löwdin analysis, given in e for atoms 1 to 8: 0.013 -0.365 0.130 -0.548 0.140 0.113 -0.610 0.571


Entry B
An isolated molecule of C3H4ClN3O, computed with ωB97M-V/def2-TZVPD.

The geometry in XYZ format:
```
12
Properties=species:S:1:pos:R:3
H -1.87382 -0.67254 -1.59581
N -0.98063 -1.13834 -1.61175
C -0.18803 -0.63187 -0.76351
O 1.13537 -1.06981 -0.73962
C 1.80188 -0.41168 0.22604
Cl 3.39237 -0.74314 0.54564
C 1.00291 0.47701 0.82352
N -0.21571 0.43175 0.08998
N -1.43288 0.98727 0.60832
H 1.27757 1.25888 1.55251
H -1.93076 0.18922 1.00643
H -1.98827 1.32326 -0.14175
```

* SMILES: [H]/N=c1/oc(Cl)cn1N
* LUMO energy: 0.624 eV
* Kohn-Sham gap: 8.86 eV
* total charge: 0

Atom charges from the Löwdin analysis, given in e for atoms 1 to 8: 0.031 0.155 -0.452 0.045 -0.819 0.793 -0.052 -0.106


Short version: entry A is the most stable of them.